(1)
# C4H6N2O

An isolated molecule of C4H6N2O (ωB97M-V with the def2-TZVPD basis set, OMol25).

Values from the calculation:
Spin multiplicity   1
SMILES   NC1=CC(O)=NC1
E_HOMO   -8.27 eV
Orbital gap   9.09 eV

Cartesian coordinates (Å):
N1 -2.04741 0.49678 -0.51747
C1 -0.76536 0.09366 -0.18221
C2 0.30648 0.87738 0.11955
C3 1.39789 -0.02808 0.41437
O1 2.68756 0.32560 0.61511
N2 1.08467 -1.27469 0.44072
C4 -0.25226 -1.30576 -0.16519
H1 -2.79106 -0.16122 -0.32934
H2 -2.29064 1.42233 -0.18652
H3 0.34959 1.95973 0.12899
H4 2.76923 1.28341 0.57488
H5 -0.92472 -2.13965 0.06298
H6 0.40645 -1.56232 -1.02359

=====

(2)
# C4H6N2O

An isolated molecule of C4H6N2O (ωB97M-V with the def2-TZVPD basis set, OMol25).

Values from the calculation:
Spin multiplicity   1
SMILES   CNC(=O)N1C=C1
E_HOMO   -8.66 eV
Orbital gap   9.57 eV

Cartesian coordinates (Å):
C1 1.22900 1.29506 0.23189
N1 -0.21175 1.37723 0.12536
C2 -1.02686 0.33925 -0.21110
O1 -2.23600 0.36280 -0.06520
N2 -0.36075 -0.75156 -0.85005
C3 0.20694 -1.80744 0.04320
C4 -0.94767 -2.05539 -0.44079
H1 1.63219 2.30246 0.35707
H2 1.64925 0.86359 -0.67980
H3 1.55384 0.69010 1.09084
H4 -0.69327 2.13641 0.58236
H5 1.14389 -2.00741 0.53508
H6 -1.83720 -2.62171 -0.64933

=====

(3)
# C4H6N2O

A structure of composition C4H6N2O (ωB97M-V with the def2-TZVPD basis set, OMol25).

Values from the calculation:
Spin multiplicity   1
E_HOMO   -8.68 eV
Orbital gap   9.15 eV

Cartesian coordinates (Å):
C1 -1.83233 -0.07845 -0.01732
C2 1.50574 -0.33994 0.67770
N1 0.67478 0.20089 -0.40301
C3 -0.97959 -0.79948 -0.80607
C4 -0.08325 1.39319 -0.19265
O1 -0.80871 -1.48723 -1.74766
N2 -0.07500 2.55443 -0.06444
H1 1.08304 0.13872 -1.33340
H2 -2.83072 -0.48104 0.07304
H3 -1.79661 0.39967 0.95284
H4 1.49337 -1.43250 0.64120
H5 1.11973 -0.06725 1.65903
H6 2.52956 -0.00101 0.56074

=====

(4)
# C4H6N2O

A structure of composition C4H6N2O (ωB97M-V with the def2-TZVPD basis set, OMol25).

Values from the calculation:
Spin multiplicity   1
E_HOMO   -8.16 eV
Orbital gap   8.60 eV

Cartesian coordinates (Å):
C1 2.05858 -0.31629 0.16901
C2 0.61573 -0.03873 -0.08758
N1 -0.03001 -0.46054 -1.16468
C3 -1.27309 0.07904 -1.00570
C4 -1.45827 0.90898 0.19625
O1 -2.14897 -0.55753 0.40240
N2 -0.14639 0.69891 0.73795
H1 2.42823 -1.02381 -0.57371
H2 2.20372 -0.72967 1.17188
H3 2.63771 0.61090 0.09753
H4 -2.00205 -0.02958 -1.80194
H5 -3.08394 -0.32385 0.30616
H6 0.19875 1.18217 1.55244

=====

(5)
# C4H6N2O

A cluster of 2 separate species, C4H6N2O in total (ωB97M-V with the def2-TZVPD basis set, OMol25).

Values from the calculation:
Spin multiplicity   1
E_HOMO (alpha / beta)   -9.43 / -9.43 eV
Orbital gap (alpha / beta)   8.63 / 8.63 eV

Cartesian coordinates (Å):
C1 -0.92637 2.08562 0.27641
C2 -1.00359 1.32869 -0.97094
N1 -1.05079 0.71593 -1.95198
C3 -0.49362 -1.20929 0.44575
C4 0.89711 -1.49436 0.40603
O1 1.55408 -2.64146 0.15814
N2 1.45298 -0.33493 0.44893
H1 -0.91933 3.15890 0.06918
H2 -0.01347 1.79049 0.80148
H3 -1.78503 1.84007 0.90596
H4 -0.95378 -1.55422 -0.49843
H5 0.92067 -3.35733 0.00397
H6 2.32116 -0.32810 -0.09451

=====

(6)
# C4H6N2O2

An isolated molecule of C4H6N2O2 (ωB97M-V with the def2-TZVPD basis set, OMol25).

Values from the calculation:
Spin multiplicity   1
SMILES   OC(O)c1ncc[nH]1
E_HOMO   -9.17 eV
Orbital gap   9.92 eV

Cartesian coordinates (Å):
O1 -2.01594 -0.50290 0.99233
C1 -1.55756 -0.28342 -0.30816
O2 -2.24288 0.64701 -0.99982
C2 -0.09734 -0.00478 -0.20433
N1 0.52002 1.07651 -0.52331
C3 1.85082 0.88492 -0.22237
C4 2.03422 -0.36355 0.30161
N2 0.72556 -0.81964 0.45880
H1 -1.90494 0.25209 1.50246
H2 -1.67926 -1.23969 -0.73052
H3 -1.68605 1.48506 -1.07987
H4 2.57379 1.52124 -0.52171
H5 2.86968 -0.80758 0.67858
H6 0.60987 -1.84529 0.65631

=====

(7)
# C4H6N2O2

An isolated molecule of C4H6N2O2 (ωB97M-V with the def2-TZVPD basis set, OMol25).

Values from the calculation:
Spin multiplicity   1
SMILES   NC(N)=C(C=O)C=O
E_HOMO   -8.78 eV
Orbital gap   8.95 eV

Cartesian coordinates (Å):
N1 1.53979 1.05183 0.23868
C1 0.75214 -0.04095 0.08415
N2 1.31657 -1.22510 -0.27230
C2 -0.67045 -0.00801 0.06793
C3 -1.49632 -1.18330 0.29485
O1 -2.69049 -1.37949 -0.08655
C4 -1.26070 1.32432 -0.15314
O2 -2.42534 1.65006 -0.01861
H1 1.02087 1.91315 0.32317
H2 2.43433 1.16998 -0.27274
H3 2.24868 -1.33447 -0.00954
H4 0.71534 -2.02306 -0.48340
H5 -0.94534 -2.00340 0.81782
H6 -0.53907 2.08846 -0.53032

=====

(8)
# C4H6N2O2

An isolated molecule of C4H6N2O2 (ωB97M-V with the def2-TZVPD basis set, OMol25).

Values from the calculation:
Spin multiplicity   1
SMILES   C1=N\OCCO\N=C/1
E_HOMO   -9.42 eV
Orbital gap   10.09 eV

Cartesian coordinates (Å):
C1 -1.01537 1.15374 0.23836
N1 0.06012 1.57438 0.33615
O1 0.97687 0.96976 -0.68791
C2 1.65803 0.02344 0.07962
C3 1.07584 -1.22547 -0.12701
O2 -0.21392 -1.07536 0.66486
N2 -1.24089 -1.14485 -0.23961
C4 -1.75861 -0.01519 -0.30823
H1 -1.56970 1.66453 0.86614
H2 1.70321 0.27201 1.32312
H3 2.66915 0.15746 -0.35045
H4 1.44971 -1.99404 0.47706
H5 0.77460 -1.70546 -1.07456
H6 -2.62452 -0.17562 -1.02904

=====

(9)
# C4H6N2O2

A structure of composition C4H6N2O2 (ωB97M-V with the def2-TZVPD basis set, OMol25).

Values from the calculation:
Spin multiplicity   1
E_HOMO   -8.74 eV
Orbital gap   8.88 eV

Cartesian coordinates (Å):
C1 -1.57942 0.68383 -0.25305
C2 -0.00114 -0.48389 -0.25224
N1 2.38764 0.06767 0.13336
C3 -0.05365 0.53157 0.73157
C4 1.08800 0.57499 -0.25182
O1 -2.61093 0.17111 0.43928
N2 -0.10530 -1.63257 -0.80670
O2 -1.67978 1.46501 -1.15118
H1 -2.30924 -0.47725 1.09640
H2 -0.96756 -2.11008 -0.53506
H3 2.83068 -0.39368 -0.65896
H4 2.34200 -0.61243 0.88762
H5 -0.43433 0.90286 1.67045
H6 1.09304 1.31287 -1.04966

=====

(10)
# C4H6N2O2

An isolated molecule of C4H6N2O2 (ωB97M-V with the def2-TZVPD basis set, OMol25).

Values from the calculation:
Spin multiplicity   1
SMILES   NC(=O)[C@H]1CN1C=O
E_HOMO   -9.81 eV
Orbital gap   10.63 eV

Cartesian coordinates (Å):
N1 1.99803 -0.49650 -0.00544
C1 0.97456 -1.08013 -0.61495
O1 1.08210 -2.01369 -1.36198
C2 -0.41365 -0.56080 -0.32145
C3 -0.86445 -0.40365 1.07128
N2 -0.32860 0.74168 0.36057
C4 -1.07171 1.78857 -0.34813
O2 -1.88372 2.45072 0.21813
H1 2.79793 -1.03240 -0.26850
H2 1.94123 0.38974 0.47362
H3 -1.26778 -0.71394 -0.97512
H4 -0.19223 -0.66795 1.86630
H5 -1.91977 -0.33668 1.35067
H6 -0.85193 1.93504 -1.44499